Entry 1:
Density functional theory data (ωB97M-V with the def2-TZVPD basis set) for a structure of composition C11H12BMnN10O3.

E	-2375.248808	hartree
expectation value of S²	3.876
net charge	+1
multiplicity	4
largest force on an atom	0.692	eV/A

Last column: Mulliken spin population.
Atoms and positions in Å:
1 Mn -1.347658 -0.596674 -0.813802  3.310
2 N -3.769070 -0.618671 1.525108  0.017
3 C -3.140363 -1.786831 1.196145  0.016
4 N -3.328219 -2.972844 1.699638  0.009
5 N -2.445044 -3.781230 1.037202  0.019
6 N -1.746838 -3.136778 0.193653  -0.007
7 N -2.183511 -1.833881 0.243130  -0.088
8 C -3.445663 0.551373 0.898362  0.007
9 N -3.928244 1.743601 1.113387  0.008
10 N -3.256924 2.556238 0.244164  0.018
11 N -2.409597 1.912267 -0.452821  -0.004
12 N -2.519746 0.596986 -0.078374  -0.092
13 H -4.471255 -0.618393 2.248996  0.000
14 C 2.018535 0.577457 -4.827109  -0.001
15 N 1.021025 0.615696 -3.737226  0.025
16 C 0.346807 1.873233 -3.372110  0.000
17 C 0.725065 -0.474317 -3.107901  0.011
18 O -0.142640 -0.498140 -2.175091  0.010
19 H 2.186358 1.591400 -5.171953  0.000
20 H 1.646198 -0.020922 -5.655057  0.001
21 H 2.957042 0.169948 -4.459788  0.001
22 H 0.772607 2.676773 -3.961718  0.000
23 H 0.493817 2.080609 -2.314114  0.001
24 H -0.720099 1.797989 -3.574856  0.000
25 H 1.232515 -1.396478 -3.382356  -0.001
26 O -0.320733 0.249517 1.935529  0.009
27 B -0.039579 -0.295169 0.732052  -0.249
28 O 1.239369 -0.714851 0.544191  -0.014
29 C 1.838839 -0.427045 1.783980  -0.004
30 C 3.133773 -0.658122 2.177881  0.003
31 C 3.448593 -0.265122 3.476309  0.000
32 C 2.503511 0.325318 4.312250  0.001
33 C 1.195366 0.551983 3.894161  0.001
34 C 0.903300 0.154777 2.612849  -0.009
35 H 3.857177 -1.122341 1.522998  0.000
36 H 4.451927 -0.426698 3.844997  0.000
37 H 2.791240 0.612654 5.313916  0.000
38 H 0.452119 1.006687 4.533378  0.000

Atoms 1-2, force components in eV/Å:
-0.63 -0.12 0.25
0.00 -0.01 -0.04

Entry 2:
Density functional theory data (ωB97M-V with the def2-TZVPD basis set) for a cluster of 2 separate species, C11H12Br2F6NO3P in total.

ΔE to the lowest compared entry with this formula, charge and spin	0.0	kcal/mol
largest force on an atom	1.612	eV/A

Last column: natural (NBO) charge in e.
Atoms and positions in Å:
1 C 1.974289 -0.712606 0.934102  -0.693
2 C 2.461524 0.704079 0.833328  0.002
3 Br 4.286961 0.826769 0.531362  0.172
4 C 1.679822 1.780194 0.920230  -0.227
5 Br 2.324355 3.553856 0.847267  0.086
6 C 0.212087 1.703404 1.038996  -0.113
7 C -0.460683 2.412675 2.027035  0.103
8 N -1.804369 2.352894 2.121824  -0.436
9 C -2.561672 1.609922 1.288880  0.074
10 C -1.980681 0.874363 0.271679  -0.069
11 C -2.817509 -0.007195 -0.620674  -0.425
12 C -3.354620 -1.241700 0.147343  -0.503
13 C -2.336056 -1.739130 1.140403  0.798
14 O -2.378877 -1.494788 2.305103  -0.560
15 O -1.308143 -2.407852 0.558827  -0.716
16 C -0.571905 0.940135 0.132829  0.431
17 O 0.010591 0.215890 -0.825255  -0.658
18 H 2.734442 -1.338546 1.393512  0.244
19 H 1.026199 -0.786991 1.471585  0.207
20 H 1.827279 -1.101634 -0.071607  0.313
21 H 0.055404 3.030887 2.746375  0.246
22 H -2.260300 2.887885 2.845621  0.436
23 H -3.629555 1.611696 1.452364  0.232
24 H -2.179083 -0.356497 -1.428348  0.265
25 H -3.659229 0.561871 -1.010699  0.234
26 H -3.595973 -2.031197 -0.560100  0.249
27 H -4.229756 -0.958570 0.730466  0.224
28 H -1.230620 -3.302078 0.914576  0.512
29 H 0.468928 0.729476 -1.509260  0.550
30 F 2.060285 -0.252684 -1.975574  -0.640
31 P 3.056937 -1.205160 -2.963303  2.602
32 F 4.415753 -2.090615 -3.216828  -0.582
33 F 2.545355 -0.154639 -4.129565  -0.590
34 F 2.314844 -2.287603 -3.953596  -0.584
35 F 2.730391 -2.295007 -1.759055  -0.594
36 F 4.173585 -0.031502 -2.629842  -0.590

Atoms 1-2, force components in eV/Å:
-0.09 0.10 -0.03
-0.17 -0.60 0.04

Entry 3:
Density functional theory data (ωB97M-V with the def2-TZVPD basis set) for a structure of composition C11H12Br2KN.

E	-6228.795570	hartree
largest force on an atom	7.213	eV/A

Last column: Löwdin charge in e.
Atoms and positions in Å:
1 C 4.400965 0.055335 0.658312  -0.208
2 C 3.522004 -0.278686 -0.648596  -0.667
3 Br 4.210413 -1.454994 -2.122104  0.514
4 C 2.177629 0.300537 -0.741832  -0.703
5 Br 1.616041 1.484817 0.738822  0.719
6 N 1.379240 -0.047397 -1.911107  -0.192
7 C 0.028211 0.573641 -1.884953  -0.329
8 C -0.987191 -0.131814 -0.828836  -0.170
9 C -1.172403 -1.668076 -0.728626  -0.036
10 C -2.144190 -2.192290 0.360688  -0.077
11 C -2.880807 -1.197777 1.305594  -0.054
12 C -2.725359 0.347037 1.207254  -0.226
13 C -3.478575 1.413556 2.126178  -0.106
14 C -1.743776 0.872189 0.116603  -0.042
15 H 3.811246 -0.376183 1.552740  0.068
16 H 4.466989 1.187823 0.775447  0.047
17 H 5.414185 -0.462306 0.549663  0.064
18 H 0.029882 1.717575 -1.770980  0.087
19 H -0.439307 0.372956 -2.926633  0.105
20 H -0.577115 -2.325196 -1.443545  0.091
21 H -2.257986 -3.317844 0.460446  0.077
22 H -3.567836 -1.595744 2.120037  0.081
23 H -4.556211 1.070105 2.340800  0.080
24 H -3.476778 2.428299 1.574335  0.077
25 H -2.857505 1.523816 3.093733  0.084
26 H -1.567460 2.003349 0.023404  0.089
27 K 3.375695 -0.302726 -3.996843  0.627

Atoms 1-2, force components in eV/Å:
-0.62 -1.09 -1.10
-2.24 2.60 2.07

Entry 4:
Density functional theory data (ωB97M-V with the def2-TZVPD basis set) for a cluster of 2 separate species, C11H12BrN2O6P2S in total.

ΔE to the lowest compared entry with this formula, charge and spin	0.0	kcal/mol
net charge	-1
largest force on an atom	1.902	eV/A

Last column: natural (NBO) charge in e.
Atoms and positions in Å:
1 C 0.910537 -1.124965 1.322130  -0.687
2 C 0.841246 -2.535773 0.830869  -0.074
3 O -0.240048 -2.795459 -0.117365  -0.301
4 N -1.443834 -2.552871 0.459402  -0.005
5 C -1.958486 -3.290499 1.472709  -0.061
6 C -3.151400 -2.747258 1.782738  -0.059
7 N -3.340452 -1.691882 0.930411  -0.636
8 P -4.729779 -0.599233 0.890165  1.277
9 O -5.459636 -1.244960 2.168735  -1.001
10 Br -3.783181 1.177174 1.903324  -0.227
11 C -2.276229 -1.580902 0.097191  0.123
12 P -2.036457 -0.351521 -1.291552  0.714
13 S -0.260440 0.162167 -1.813471  -0.246
14 H 1.614688 -1.107858 2.142118  0.229
15 H 1.304575 -0.458600 0.557800  0.338
16 H -0.036140 -0.770303 1.716437  0.174
17 H 0.766117 -3.228385 1.665744  0.148
18 H 1.733283 -2.778834 0.283606  0.230
19 H -1.470138 -4.135145 1.896271  0.252
20 H -3.849825 -3.043843 2.524199  0.249
21 H -5.205120 -0.778826 2.973207  0.517
22 H -2.777178 -1.034387 -2.273634  -0.044
23 H -2.892323 0.677753 -0.874646  -0.040
24 C 3.404406 3.042535 -0.207472  -0.555
25 C 2.840371 1.866819 -0.692263  0.416
26 C 2.594041 1.797330 -2.221090  0.400
27 O 2.155483 0.729773 -2.725662  -0.732
28 C 2.860340 2.929796 -2.991149  -0.538
29 C 3.419946 4.142069 -2.514135  0.423
30 C 3.762913 4.176971 -0.995622  0.431
31 O 4.317100 5.164398 -0.507958  -0.652
32 O 3.649721 5.142391 -3.197607  -0.651
33 O 2.515356 0.862283 -0.003685  -0.782
34 H 3.608406 3.136956 0.856040  0.184
35 H 2.612137 2.843091 -4.045785  0.187

Atoms 1-2, force components in eV/Å:
-0.02 -0.09 -0.25
0.22 0.31 0.59

Entry 5:
Density functional theory data (ωB97M-V with the def2-TZVPD basis set) for a cluster of 2 separate species, C11H12Cl2FN2 in total.

E	-1555.844278	hartree
net charge	+1
largest force on an atom	3.162	eV/A

Last column: natural (NBO) charge in e.
Atoms and positions in Å:
1 C -3.277763 -2.500453 0.843697  -0.695
2 C -2.285423 -2.713883 1.877402  0.180
3 C -1.005282 -3.353195 1.350138  0.292
4 N -0.097619 -3.206745 2.463366  -0.517
5 C -0.700510 -2.601126 3.502581  0.483
6 C 0.142667 -1.824620 4.393909  -0.713
7 C -2.131595 -2.568190 3.242664  -0.310
8 H -4.111776 -1.881054 1.173577  0.258
9 H -2.818925 -1.955204 0.015574  0.277
10 H -3.619173 -3.447075 0.397568  0.275
11 H -1.143801 -4.396141 1.066621  0.216
12 H 0.880319 -3.492937 2.373769  0.451
13 H -0.441786 -1.112228 4.981406  0.270
14 H 0.682216 -2.485763 5.068423  0.284
15 H 0.914838 -1.268650 3.840898  0.281
16 H -2.894189 -2.464329 4.008549  0.274
17 Cl 1.520602 1.447975 -2.337591  0.019
18 C 1.937086 0.619174 -3.791763  0.185
19 N 1.847845 -0.689671 -3.680566  -0.455
20 F -0.468239 -2.725335 0.255814  -0.306
21 C 2.034422 -1.436673 -4.749321  0.181
22 Cl 1.726864 -3.105824 -4.491842  0.029
23 C 2.389692 -0.906218 -6.002712  -0.269
24 C 2.560894 0.479825 -6.124106  -0.142
25 C 2.290071 1.273536 -4.993211  -0.269
26 H 2.485360 -1.598731 -6.835068  0.241
27 H 2.829239 0.924597 -7.080954  0.239
28 H 2.292637 2.356415 -5.007950  0.241

Atoms 1-2, force components in eV/Å:
-1.31 0.60 -0.27
1.36 -1.27 1.18

Entry 6:
Density functional theory data (ωB97M-V with the def2-TZVPD basis set) for the molecule C11H12ClN2O3.

ΔE to the lowest compared entry with this formula, charge and spin	0.0	kcal/mol
expectation value of S²	0.756
multiplicity	2
largest force on an atom	3.200	eV/A

Last column: Mulliken spin population.
Atoms and positions in Å:
1 C 2.282885 0.499007 -0.546889  0.054
2 C 1.557507 1.186116 0.501911  0.461
3 C 0.075519 1.144748 0.528447  0.151
4 O -0.559097 2.094427 0.980649  0.093
5 Cl 3.633073 1.557493 -1.200407  0.041
6 H 1.668113 0.258293 -1.420067  0.014
7 C 2.255255 2.001871 1.534134  -0.013
8 N -0.515411 0.017694 0.037290  0.027
9 C -1.899928 -0.237625 -0.023222  0.000
10 C -2.444481 -1.431515 0.463300  0.003
11 C -3.812463 -1.668421 0.341567  -0.002
12 C -4.648257 -0.726754 -0.257305  0.003
13 C -4.100858 0.458277 -0.750649  -0.001
14 C -2.734781 0.704288 -0.638080  0.006
15 H 3.334331 1.781929 1.558850  0.005
16 H 2.160350 3.075582 1.305996  0.047
17 H 1.825071 1.817967 2.524206  0.021
18 H 0.072766 -0.653289 -0.445522  -0.005
19 H -1.795326 -2.181806 0.912929  0.000
20 H -4.226183 -2.604365 0.720292  0.000
21 H -5.723196 -0.904667 -0.318723  0.000
22 H -4.743947 1.210056 -1.211352  0.000
23 H -2.310648 1.635838 -1.018352  -0.002
24 C 3.021510 -1.002712 -0.086056  0.100
25 H 2.202003 -1.655687 0.237096  -0.008
26 H 3.741821 -0.821473 0.713851  -0.005
27 N 3.715296 -1.677057 -1.197134  -0.003
28 O 4.930092 -1.675480 -1.184520  0.013
29 O 3.038988 -2.202727 -2.062250  0.001

Atoms 1-2, force components in eV/Å:
2.14 -2.23 -0.82
-0.33 -0.06 0.62